[1]
Density functional theory data (the ωB97M-V functional and the def2-TZVPD basis) for a cluster of 7 separate species, H14O7 in total at a distorted geometry.

```
21
Properties=species:S:1:pos:R:3
H -0.49 -0.26 -0.41
H 0.59 -0.13 0.76
H -4.26 -0.82 0.32
H -3.33 0.39 0.18
H -1.30 1.04 0.96
H -2.26 2.26 0.98
H 1.18 1.16 -0.86
H 2.21 2.34 -0.83
H -1.47 -1.50 -2.13
H -2.36 -1.18 -0.89
H 4.43 -0.09 0.21
H 3.17 0.28 -0.69
H 2.56 -0.94 0.99
H 1.44 -1.99 1.41
O 0.00 0.41 0.14
O -3.79 -0.30 -0.35
O -2.22 1.33 1.22
O 2.01 1.51 -1.26
O -1.44 -1.47 -1.17
O 3.65 -0.48 -0.20
O 1.78 -1.08 1.61
```

Computed properties:
Orbital gap   11.927 eV
Calculated total energy   -535.11505 a.u.
SMILES   O.O.O.O.O.O.O
2S+1   1

***

[2]
Density functional theory data (the ωB97M-V functional and the def2-TZVPD basis) for a cluster of 21 separate species, H41O21 in total at a distorted geometry.

```
62
Properties=species:S:1:pos:R:3
O -1.24 1.22 -2.89
H -0.69 0.79 -2.14
H -2.10 1.44 -2.57
O -1.56 -4.33 -2.51
H 3.24 -3.72 0.25
H -1.89 -3.73 -3.19
O -4.32 2.92 1.78
H 1.17 0.44 1.37
H -4.38 2.46 0.95
O 1.51 1.26 1.79
H -3.53 2.77 2.31
H -4.04 1.56 -1.41
O 0.62 -2.79 -1.53
H 0.22 -3.29 -0.77
H 0.52 -1.85 -1.19
O -0.04 -0.25 -1.02
H 1.59 -1.67 0.67
H 0.89 -0.41 -0.82
O 0.83 -1.41 1.21
H -0.41 -0.01 4.02
H -1.18 -3.52 -2.07
O -0.11 -0.92 4.10
H 0.69 1.81 1.65
H 0.84 -0.92 4.20
O -2.43 0.70 -0.24
H -1.65 0.18 -0.50
H -3.15 0.04 -0.26
O -4.59 2.03 -2.03
H 0.17 -0.82 0.77
H -4.21 2.86 -2.31
O -1.78 -3.64 0.55
H 3.78 -1.14 2.85
H -1.26 -3.50 1.37
O 4.19 3.20 -0.53
H 3.34 3.70 -0.62
H 4.39 3.49 0.39
O -3.68 -1.28 1.15
H -3.58 -2.13 0.69
H -2.84 -1.32 1.64
O 2.66 4.35 1.83
H 2.06 4.28 1.05
H 2.43 3.69 2.47
O 1.51 1.21 -2.75
H 1.47 0.61 -3.49
H 0.94 1.07 -1.98
O 3.49 -1.65 3.61
H 2.59 -1.89 3.39
O 1.76 4.30 -0.58
H 1.10 4.21 -1.39
H 2.23 5.17 -0.62
O -0.20 -1.36 -4.15
H -0.21 -1.99 -3.33
H -0.93 -0.88 -3.73
O -0.16 -3.89 2.89
H -0.03 -2.92 2.76
H 0.70 -4.28 3.05
O 0.17 3.97 -2.46
H 0.46 3.02 -2.59
H -0.73 3.99 -2.10
O 3.09 -3.50 1.18
H 3.90 -3.24 1.70
H -1.59 -4.48 0.12
```

Computed properties:
Orbital gap   9.510 eV
Calculated total energy   -1604.66573 a.u.
Total charge   -1
2S+1   1

***

[3]
Density functional theory data (the ωB97M-V functional and the def2-TZVPD basis) for a structure of composition C9H14N2O at a distorted geometry.

```
26
Properties=species:S:1:pos:R:3
C -1.23 0.04 0.02
C -2.20 -1.06 -0.03
C -1.13 -2.05 -0.65
C -0.16 -1.00 -0.17
C -3.54 -1.08 -0.15
C -0.21 2.17 -0.03
C -2.65 1.94 0.32
C 1.89 -0.34 0.83
C 1.79 -2.31 -0.45
N -1.32 1.30 0.27
N 1.12 -1.16 -0.02
O -4.67 -0.95 -0.13
H -1.24 -2.20 -1.74
H -0.83 -3.04 -0.15
H 0.68 1.53 -0.26
H -0.42 2.94 -0.81
H 0.06 2.91 0.86
H -2.96 2.19 -0.71
H -3.35 1.13 0.70
H -2.62 2.76 1.02
H 2.24 0.53 0.30
H 1.31 0.06 1.61
H 2.78 -0.82 1.19
H 2.60 -2.04 -1.08
H 2.20 -2.93 0.41
H 1.09 -3.00 -0.88
```

Computed properties:
Orbital gap (alpha / beta)   7.748 / 7.747 eV
Calculated total energy   -535.33701 a.u.
Total charge   +2
2S+1   1

***

[4]
Density functional theory data (the ωB97M-V functional and the def2-TZVPD basis) for a structure of composition C30H23ClN6O3PtS at a distorted geometry.

```
65
Properties=species:S:1:pos:R:3
Pt 0.08 0.05 0.21
O -1.01 0.37 1.94
C -1.68 1.44 2.28
C -2.18 1.50 3.60
C -2.87 2.59 4.06
C -3.14 3.67 3.20
C -2.69 3.62 1.91
C -1.94 2.53 1.42
C -1.49 2.56 0.04
N -0.76 1.67 -0.64
C -0.61 2.12 -1.93
C -1.24 3.31 -2.05
N -1.78 3.57 -0.81
H -1.95 0.66 4.24
H -3.22 2.61 5.08
H -3.70 4.53 3.56
H -2.94 4.45 1.26
H -0.10 1.56 -2.69
H -1.35 3.98 -2.88
H -2.31 4.38 -0.56
N -2.22 -1.29 -1.02
C -1.20 -1.38 -0.32
H -2.73 -2.16 -1.17
Cl 3.53 1.28 -1.66
C 3.58 -0.41 -1.27
C 4.80 -0.99 -0.94
C 4.88 -2.35 -0.73
C 3.75 -3.14 -0.88
C 2.54 -2.55 -1.20
C 2.41 -1.16 -1.34
C 1.09 -0.52 -1.55
H 5.67 -0.36 -0.86
H 5.82 -2.80 -0.45
H 3.80 -4.22 -0.75
H 1.65 -3.16 -1.32
H 0.41 -1.21 -2.05
H 1.24 0.36 -2.18
O 2.85 -1.20 2.50
C 2.02 -1.92 2.06
N 0.89 -1.57 1.18
C 0.24 -2.67 0.95
O -0.83 -2.68 0.20
C 0.81 -3.87 1.56
C 0.47 -5.20 1.50
C 1.29 -6.08 2.21
C 2.38 -5.62 2.94
C 2.72 -4.27 2.97
C 1.91 -3.41 2.27
H -0.38 -5.54 0.93
H 1.06 -7.14 2.20
H 2.99 -6.34 3.48
H 3.58 -3.91 3.51
C 6.66 1.75 0.72
C 5.43 2.41 1.28
C 5.47 3.69 1.81
C 4.28 4.19 2.29
N 3.14 3.52 2.23
C 3.18 2.29 1.67
S 1.64 1.47 1.69
N 4.30 1.71 1.21
H 7.55 2.36 0.90
H 6.54 1.61 -0.35
H 6.80 0.77 1.18
H 6.39 4.26 1.87
H 4.22 5.18 2.74
```

Computed properties:
Orbital gap   5.888 eV
Calculated total energy   -2688.98679 a.u.
2S+1   1

***

[5]
Density functional theory data (the ωB97M-V functional and the def2-TZVPD basis) for a cluster of 7 separate species, C16H49N11O7 in total at a distorted geometry.

```
83
Properties=species:S:1:pos:R:3
C -3.75 -5.77 -2.74
O -3.14 -6.15 -1.73
N -4.63 -6.51 -3.41
N -3.40 -4.67 -3.39
H -4.93 -7.44 -3.19
H -5.12 -6.16 -4.22
H -2.80 -4.03 -2.88
H -3.99 -4.53 -4.20
C 5.41 0.30 7.17
O 6.44 -0.14 7.55
N 5.22 1.42 6.52
N 4.24 -0.06 7.58
H 6.12 1.73 6.19
H 4.35 1.87 6.30
H 3.48 0.54 7.28
H 4.16 -0.86 8.20
C -0.82 3.86 6.34
O 0.25 3.54 5.75
N -1.47 5.04 6.20
N -1.39 3.09 7.21
H -1.23 5.60 5.40
H -2.21 5.14 6.88
H -2.11 3.49 7.80
H -0.90 2.26 7.52
C 2.72 6.67 -0.57
O 3.10 7.74 -0.96
N 2.39 5.65 -1.37
N 2.41 6.29 0.59
H 2.06 4.77 -1.00
H 2.72 5.81 -2.31
H 2.84 6.97 1.20
H 2.43 5.30 0.80
C -9.45 -3.49 0.80
C -10.37 -4.64 1.31
C -11.38 -5.19 0.38
O -12.38 -4.30 0.06
C -13.28 -4.86 -0.87
N -9.46 -5.57 1.76
H -8.86 -3.06 1.61
H -10.04 -2.65 0.45
H -8.75 -3.73 -0.01
H -10.89 -4.12 2.12
H -11.89 -6.05 0.80
H -10.82 -5.57 -0.47
H -14.10 -4.14 -0.84
H -13.71 -5.80 -0.51
H -12.90 -4.98 -1.88
H -8.58 -5.29 1.35
H -9.30 -5.47 2.75
C -1.45 -0.51 1.44
C -0.23 0.23 0.74
C 1.18 -0.19 1.20
O 2.29 0.54 0.46
C 3.58 0.59 1.05
N -0.32 0.00 -0.71
H -1.84 -1.36 0.88
H -2.26 0.20 1.56
H -1.04 -0.83 2.40
H -0.20 1.31 0.83
H 1.30 -1.27 1.10
H 1.36 -0.17 2.27
H 3.59 1.55 1.56
H 4.34 0.87 0.32
H 4.11 -0.14 1.66
H -1.12 0.45 -1.12
H 0.51 0.38 -1.13
C 7.71 2.61 -5.34
C 8.48 2.63 -6.69
C 9.53 1.49 -6.87
O 10.10 0.97 -5.64
C 11.23 1.69 -5.08
N 7.48 2.44 -7.72
H 8.39 2.70 -4.49
H 7.05 1.78 -5.10
H 7.12 3.52 -5.47
H 9.02 3.56 -6.83
H 10.42 1.80 -7.42
H 9.05 0.62 -7.32
H 11.63 1.33 -4.13
H 10.95 2.72 -4.83
H 12.12 1.81 -5.69
H 6.80 3.18 -7.58
H 6.87 1.64 -7.61
```

Computed properties:
Orbital gap   9.302 eV
Calculated total energy   -1767.89534 a.u.
SMILES   COC[C@H](C)N.COC[C@H](C)N.COC[C@H](C)N.NC(N)=O.NC(N)=O.NC(N)=O.NC(N)=O
2S+1   1

***

[6]
Density functional theory data (the ωB97M-V functional and the def2-TZVPD basis) for the molecule C7H13NO at a distorted geometry.

```
22
Properties=species:S:1:pos:R:3
C -0.09 -0.93 1.13
C 0.64 0.13 0.51
C 0.50 -2.32 0.96
C 1.71 0.61 1.19
C -0.64 -0.55 -1.51
C -0.64 1.91 -0.76
C 0.14 0.56 -0.83
N -1.15 -0.73 1.78
O -1.66 0.59 1.84
H 0.43 -2.99 1.77
H 1.59 -2.26 0.69
H -0.10 -2.63 0.15
H -2.44 0.40 2.38
H 2.14 1.34 0.68
H 1.90 0.41 2.25
H -1.66 -0.57 -1.03
H -0.08 -1.44 -1.45
H -0.81 -0.23 -2.58
H -1.47 1.90 -0.11
H -1.08 2.20 -1.67
H 0.07 2.72 -0.34
H 1.14 0.78 -1.56
```

Computed properties:
Orbital gap   10.256 eV
Calculated total energy   -404.38502 a.u.
SMILES   C=C(/C(C)=N\O)C(C)C
2S+1   1

***

In kJ/mol, the relative energy (zero: lowest compared OMol25 entry of this formula, charge and spin) values for the records above are, in order, 23.1, 308.2, 10.8, 101.9, 675.4, 374.0.